Entry 1:
Computed, not measured: a molecular structure, C25H49CuN4O3S2SeSi4Te at a distorted geometry, with the ωB97M-V functional and the def2-TZVPD basis.

Each line ends with the Löwdin charge.
Element x y z (Å)
1 Cu -0.398 -3.491 -2.179  0.12
2 N -1.427 -4.354 -0.372  -0.02
3 N -0.310 -4.757 0.412  -0.11
4 C 0.806 -5.086 -0.277  -0.88
5 N 1.926 -5.280 0.460  0.10
6 S 0.801 -5.418 -1.925  0.69
7 H -1.886 -3.576 0.099  0.06
8 H -2.073 -5.135 -0.476  0.10
9 H -0.144 -4.044 1.180  -0.06
10 H 1.975 -4.765 1.328  0.09
11 H 2.778 -5.315 -0.080  0.10
12 C -2.022 2.140 0.271  -0.20
13 Si -2.485 1.282 1.909  0.36
14 C -3.064 2.664 3.105  -0.22
15 C -4.023 0.219 1.510  -0.21
16 Si -0.738 0.063 2.879  -0.14
17 Te 0.214 -1.634 1.427  0.37
18 Si -1.519 -0.953 4.835  0.35
19 C -2.850 -2.279 4.473  -0.22
20 C -0.101 -1.911 5.693  -0.23
21 C -2.289 0.144 6.200  -0.22
22 Si 1.022 1.492 3.422  0.34
23 C 2.649 0.551 3.769  -0.23
24 C 0.671 2.538 4.984  -0.23
25 C 1.420 2.693 1.998  -0.22
26 H -2.850 2.703 -0.155  0.03
27 H -1.711 1.413 -0.471  0.01
28 H -1.199 2.834 0.412  0.00
29 H -3.960 3.174 2.758  0.02
30 H -2.286 3.416 3.226  0.01
31 H -3.280 2.262 4.092  0.00
32 H -4.843 0.811 1.110  0.03
33 H -4.393 -0.292 2.394  0.00
34 H -3.783 -0.537 0.768  0.02
35 H -2.524 -2.937 3.674  0.01
36 H -3.780 -1.817 4.156  0.00
37 H -3.073 -2.900 5.337  0.02
38 H 0.460 -2.481 4.960  0.00
39 H -0.456 -2.607 6.449  0.02
40 H 0.592 -1.228 6.175  0.01
41 H -3.211 0.602 5.851  0.01
42 H -1.614 0.947 6.479  0.00
43 H -2.523 -0.417 7.103  0.02
44 H 2.528 -0.159 4.582  0.01
45 H 3.470 1.214 4.032  0.02
46 H 2.947 -0.008 2.889  0.00
47 H 0.561 1.897 5.856  0.00
48 H -0.255 3.096 4.871  0.01
49 H 1.462 3.253 5.201  0.02
50 H 1.587 2.135 1.083  0.03
51 H 2.309 3.291 2.181  0.02
52 H 0.597 3.380 1.822  0.01
53 C 6.046 4.297 -4.006  -0.08
54 C 5.235 3.068 -3.692  -0.31
55 C 3.850 3.074 -3.748  -0.04
56 C 3.113 1.923 -3.521  -0.33
57 C 1.619 1.962 -3.574  -0.13
58 C 3.776 0.728 -3.230  -0.62
59 Se 2.780 -0.876 -3.025  0.53
60 C 5.169 0.714 -3.112  -0.33
61 C 5.905 -0.538 -2.753  -0.12
62 C 5.872 1.882 -3.355  -0.05
63 H 5.400 5.155 -4.186  0.06
64 H 6.657 4.134 -4.898  0.07
65 H 6.728 4.541 -3.189  0.07
66 H 3.331 3.999 -3.981  0.10
67 H 1.260 2.951 -3.855  0.07
68 H 1.223 1.692 -2.595  0.06
69 H 1.254 1.229 -4.294  0.05
70 H 5.310 -1.121 -2.055  0.02
71 H 6.877 -0.322 -2.308  0.06
72 H 6.057 -1.144 -3.647  0.07
73 H 6.954 1.869 -3.286  0.10
74 N -0.543 -1.594 -2.577  0.01
75 C -1.772 -1.279 -3.258  -0.29
76 C -2.719 -2.285 -3.407  -0.04
77 C -3.909 -2.035 -4.069  -0.06
78 C -4.149 -0.781 -4.587  -0.26
79 C -3.224 0.228 -4.432  -0.05
80 C -2.032 -0.011 -3.766  -0.01
81 S -5.684 -0.491 -5.508  0.41
82 O -5.864 -1.710 -6.294  -0.38
83 O -5.430 0.704 -6.308  -0.38
84 O -6.700 -0.304 -4.472  -0.38
85 H 0.292 -1.275 -3.093  -0.03
86 H -0.484 -1.116 -1.673  0.04
87 H -2.486 -3.269 -3.007  0.08
88 H -4.657 -2.798 -4.212  0.11
89 H -3.460 1.191 -4.858  0.11
90 H -1.297 0.775 -3.650  0.10

F_max = 0.0254 Eh/bohr
molar mass = 900.276 g mol⁻¹
charge = -2
ΔE to the lowest compared entry with this formula, charge and spin = 23.5 kcal per mole
LUMO energy = 3.42 eV
gap between HOMO and LUMO = 5.239 eV



Entry 2:
Computed, not measured: 6 unconnected molecules or ions with the total composition C25H49NO15S at a distorted geometry, with the ωB97M-V functional and the def2-TZVPD basis.

Each line ends with the Löwdin charge.
Element x y z (Å)
1 C 0.076 1.491 6.242  0.02
2 C -1.008 0.650 6.872  -0.49
3 O -1.347 0.901 7.955  0.16
4 N -1.623 -0.476 6.215  -0.05
5 C -0.723 -1.187 5.297  -0.04
6 C -2.888 -0.160 5.608  -0.33
7 C -4.009 -0.010 6.662  -0.10
8 O -4.241 1.381 6.898  -0.15
9 S -3.729 2.252 5.678  0.60
10 O -4.718 2.928 4.951  -0.20
11 O -2.663 3.120 6.000  -0.22
12 O -2.992 1.042 4.874  -0.14
13 H 0.954 1.406 6.879  0.09
14 H 0.339 1.208 5.230  0.06
15 H -0.216 2.531 6.282  0.08
16 H -0.274 -0.570 4.518  0.07
17 H -1.291 -1.985 4.829  0.09
18 H 0.071 -1.681 5.850  0.10
19 H -3.191 -1.059 5.079  0.14
20 H -4.881 -0.590 6.358  0.13
21 H -3.750 -0.440 7.621  0.13
22 C -2.105 2.036 1.190  -0.04
23 C -0.996 1.651 2.138  -0.22
24 O -0.265 0.508 1.665  -0.01
25 C 0.783 0.588 0.826  -0.53
26 C 1.032 1.884 0.092  0.02
27 O 1.449 -0.393 0.621  0.09
28 H -1.734 2.342 0.211  0.06
29 H -2.695 2.856 1.598  0.10
30 H -2.750 1.173 1.032  0.05
31 H -0.323 2.479 2.362  0.12
32 H -1.445 1.344 3.080  0.09
33 H 0.502 1.865 -0.860  0.08
34 H 2.100 1.968 -0.098  0.10
35 H 0.742 2.773 0.647  0.07
36 C -3.464 -3.887 0.773  -0.06
37 C -4.932 -3.579 0.984  -0.23
38 O -5.183 -3.088 2.304  0.00
39 C -5.076 -1.792 2.647  -0.52
40 C -4.374 -0.839 1.711  0.01
41 O -5.471 -1.435 3.726  0.10
42 H -2.848 -2.991 0.863  0.07
43 H -3.301 -4.318 -0.215  0.08
44 H -3.114 -4.593 1.527  0.08
45 H -5.324 -2.893 0.232  0.11
46 H -5.512 -4.497 0.898  0.12
47 H -3.315 -0.805 1.971  0.09
48 H -4.803 0.151 1.845  0.10
49 H -4.484 -1.082 0.656  0.08
50 C 1.276 3.003 -3.663  -0.07
51 C -0.171 3.350 -3.399  -0.21
52 O -0.396 3.609 -2.003  -0.04
53 C -0.222 4.807 -1.418  -0.53
54 C 0.524 5.887 -2.164  0.02
55 O -0.597 4.967 -0.288  0.10
56 H 1.947 3.828 -3.416  0.07
57 H 1.424 2.739 -4.708  0.07
58 H 1.573 2.155 -3.044  0.07
59 H -0.521 4.179 -4.015  0.12
60 H -0.797 2.495 -3.645  0.12
61 H 1.584 5.821 -1.923  0.10
62 H 0.146 6.852 -1.834  0.09
63 H 0.394 5.852 -3.243  0.07
64 C 0.218 -2.383 -2.452  -0.06
65 C -0.329 -2.384 -3.863  -0.24
66 O -0.468 -1.040 -4.321  0.00
67 C 0.522 -0.338 -4.907  -0.51
68 C 1.935 -0.867 -4.869  0.00
69 O 0.259 0.739 -5.370  0.09
70 H 1.214 -1.944 -2.412  0.07
71 H 0.274 -3.395 -2.047  0.08
72 H -0.422 -1.782 -1.806  0.08
73 H 0.268 -2.985 -4.550  0.11
74 H -1.331 -2.811 -3.871  0.12
75 H 2.435 -0.486 -3.979  0.10
76 H 2.455 -0.513 -5.744  0.07
77 H 2.000 -1.951 -4.886  0.07
78 C 7.521 -3.027 -3.282  -0.06
79 C 6.511 -3.662 -4.215  -0.23
80 O 5.433 -2.768 -4.510  0.01
81 C 5.464 -1.861 -5.503  -0.50
82 C 6.782 -1.535 -6.164  0.02
83 O 4.454 -1.277 -5.790  0.09
84 H 7.993 -2.155 -3.736  0.07
85 H 8.301 -3.742 -3.019  0.08
86 H 7.032 -2.688 -2.369  0.09
87 H 6.969 -4.035 -5.131  0.11
88 H 6.053 -4.520 -3.724  0.12
89 H 7.248 -0.703 -5.638  0.10
90 H 6.584 -1.238 -7.191  0.09
91 H 7.475 -2.372 -6.209  0.07

F_max = 0.0773 Eh/bohr
molar mass = 635.726 g mol⁻¹
LUMO energy = 0.44 eV
SMILES = CC(=O)N(C)[C@H]1COS(=O)(=O)O1.CCOC(C)=O.CCOC(C)=O.CCOC(C)=O.CCOC(C)=O.CCOC(C)=O
gap between HOMO and LUMO = 10.302 eV



Q: What is the molar mass in the first record?
A: 900.276 g mol⁻¹